The following is a DFT calculation (wB97M-V/def2-TZVPD) of C12H12F2 as an isolated structure in a non-equilibrium geometry.

For the HOMO energy, the calculation gives -8.24 eV. Its total energy is -664.03348 a.u. For the lowest unoccupied orbital energy, the calculation gives 0.46 eV.

Geometry as ORCA input:
```
! RIJCOSX wB97M-V def2-TZVPD def2/J DEFGRID3
* xyz 0 1
C 2.16 -3.04 -0.14
C 3.09 -2.27 0.58
C 1.07 -2.39 -0.55
C 2.86 -0.98 0.67
C 0.68 -1.08 -0.29
C 1.70 -0.31 0.32
C -0.46 1.60 0.45
C -0.64 -0.63 -0.71
C 1.05 1.56 0.10
C -1.25 0.49 -0.23
C -3.18 1.63 0.61
C -2.56 1.00 -0.72
F 1.74 2.38 0.77
F 1.14 1.41 -1.33
H 2.53 -3.90 -0.66
H 4.07 -2.62 1.08
H 0.49 -2.95 -1.36
H 3.74 -0.32 0.94
H -0.64 1.92 1.46
H -0.82 2.56 -0.13
H -1.20 -1.50 -1.01
H -3.15 2.66 0.54
H -2.53 1.38 1.46
H -4.28 1.39 0.78
H -3.16 0.21 -1.16
H -2.42 1.80 -1.45
*
```

Mulliken atomic charge list, values in e, 2 entries: -0.831 -0.146